{"formula": "C23H57Cl6LiN2NbO6P3S", "method": "ωB97M-V/def2-TZVPD", "elements": ["C", "C", "C", "C", "C", "C", "C", "C", "C", "C", "C", "C", "C", "C", "C", "C", "Nb", "O", "C", "C", "C", "P", "O", "P", "S", "P", "N", "O", "H", "H", "H", "H", "H", "H", "H", "H", "H", "H", "H", "H", "H", "H", "H", "H", "H", "H", "H", "H", "H", "H", "H", "H", "H", "H", "H", "H", "H", "H", "H", "H", "H", "H", "H", "H", "H", "H", "H", "H", "H", "H", "H", "H", "H", "H", "H", "H", "C", "Cl", "Cl", "Cl", "H", "C", "Cl", "Cl", "Cl", "H", "C", "O", "H", "H", "H", "H", "C", "N", "O", "O", "H", "H", "H", "Li"], "coordinates": [[10.023, -3.428, 1.788], [8.597, -2.977, 1.454], [8.367, -2.777, -0.042], [6.996, -2.208, -0.367], [6.793, -1.909, -1.845], [5.412, -1.350, -2.189], [5.385, 0.164, -2.371], [4.012, 0.731, -2.723], [3.178, 1.167, -1.524], [1.859, 1.826, -1.912], [1.195, 2.594, -0.755], [-0.068, 1.933, -0.210], [-1.162, 1.670, -1.258], [-2.548, 2.101, -0.787], [-3.144, 1.152, 0.267], [-4.652, 0.866, 0.133], [-5.561, -1.156, 0.512], [-6.018, -2.984, 0.967], [-6.823, -4.019, 0.415], [-6.198, -4.608, -0.845], [-6.552, -6.083, -1.066], [-3.810, -1.974, -1.311], [-2.887, -3.099, -0.776], [-3.612, -1.455, 2.215], [-4.001, -0.278, 3.722], [-6.936, -0.847, -1.581], [-6.199, -0.732, -3.108], [-7.467, 0.702, -1.503], [10.471, -2.852, 2.598], [10.059, -4.474, 2.092], [10.680, -3.319, 0.921], [8.360, -2.040, 1.966], [7.882, -3.717, 1.821], [8.496, -3.738, -0.555], [9.140, -2.108, -0.437], [6.850, -1.288, 0.210], [6.219, -2.906, -0.031], [6.981, -2.816, -2.426], [7.555, -1.180, -2.150], [5.040, -1.810, -3.109], [4.706, -1.615, -1.392], [5.744, 0.638, -1.449], [6.100, 0.425, -3.158], [4.129, 1.596, -3.383], [3.450, -0.019, -3.293], [2.954, 0.289, -0.904], [3.770, 1.856, -0.914], [2.040, 2.495, -2.760], [1.172, 1.056, -2.279], [1.913, 2.678, 0.066], [0.965, 3.617, -1.064], [-0.480, 2.565, 0.582], [0.223, 0.994, 0.275], [-1.194, 0.599, -1.493], [-0.914, 2.186, -2.191], [-2.451, 3.101, -0.353], [-3.229, 2.192, -1.638], [-2.984, 1.574, 1.264], [-2.552, 0.228, 0.240], [-5.206, 1.505, 0.834], [-4.969, 1.174, -0.873], [-6.910, -0.281, 1.378], [-7.813, -3.602, 0.201], [-6.955, -4.798, 1.171], [-5.117, -4.483, -0.747], [-6.519, -4.017, -1.707], [-7.287, -6.433, -0.337], [-6.971, -6.266, -2.054], [-5.677, -6.724, -0.970], [-3.016, -0.940, -1.851], [-4.322, -2.447, -2.532], [-3.584, -2.827, 2.605], [-2.260, -1.389, 1.735], [-6.535, 0.081, -3.611], [-6.390, -1.548, -3.675], [-8.253, 0.733, -0.947], [-1.153, 6.484, -0.779], [-1.225, 5.348, -2.124], [-1.232, 5.635, 0.766], [0.294, 7.484, -0.873], [-2.015, 7.134, -0.845], [4.856, 0.713, 2.783], [6.612, 0.840, 2.597], [4.046, 2.037, 1.954], [4.275, -0.844, 2.187], [4.629, 0.785, 3.839], [4.937, 2.241, 6.960], [5.270, 1.559, 5.758], [3.895, 2.009, 7.169], [5.544, 1.903, 7.802], [5.039, 3.324, 6.858], [6.190, 1.736, 5.543], [-7.676, 3.662, -0.021], [-8.150, 5.011, -0.440], [-9.251, 5.366, -0.079], [-7.393, 5.666, -1.125], [-8.452, 3.213, 0.589], [-7.477, 3.090, -0.922], [-6.756, 3.797, 0.541], [-2.293, -3.163, 0.887]], "forces_ev_per_angstrom": [[0.13, -0.07, 0.02], [-0.06, 0.04, -0.03], [0.05, -0.07, -0.02], [-0.13, 0.05, 0.10], [0.21, 0.06, -0.06], [-0.29, 0.03, 0.09], [0.20, 0.04, 0.10], [-0.20, -0.01, -0.13], [-0.04, -0.24, 0.00], [0.01, 0.05, -0.05], [0.04, -0.03, -0.03], [0.06, -0.12, 0.16], [0.00, 0.04, -0.02], [0.01, 0.10, 0.10], [-0.06, 0.10, 0.17], [0.51, -0.10, -0.12], [-0.34, -0.08, 1.69], [0.03, 0.44, -0.73], [-0.06, -0.11, 0.28], [0.07, 0.04, 0.02], [-0.07, -0.15, -0.04], [-0.26, -0.09, 0.01], [0.30, 0.10, 0.50], [0.02, 0.07, -0.63], [-0.18, 0.03, -0.09], [0.19, -0.54, 0.34], [-0.04, -0.05, -0.21], [-0.22, 0.30, -0.13], [-0.07, 0.03, 0.02], [0.00, -0.02, -0.07], [0.00, 0.01, 0.02], [0.02, -0.02, 0.01], [-0.04, 0.08, 0.05], [0.04, 0.05, -0.03], [-0.02, -0.01, 0.01], [-0.06, -0.01, 0.01], [0.02, 0.02, 0.02], [0.04, -0.01, 0.04], [0.00, -0.11, -0.09], [-0.03, -0.01, 0.03], [-0.02, -0.09, -0.10], [0.07, 0.04, -0.07], [0.01, -0.01, 0.04], [0.00, -0.01, 0.00], [0.03, 0.08, -0.07], [0.16, 0.11, 0.17], [-0.03, -0.03, -0.03], [-0.01, 0.02, 0.05], [0.04, 0.03, -0.08], [-0.01, 0.09, -0.01], [-0.06, -0.04, -0.02], [0.03, -0.02, 0.01], [-0.06, 0.00, 0.02], [0.02, 0.07, -0.15], [0.01, 0.03, 0.04], [-0.15, 0.05, -0.15], [0.03, -0.10, 0.00], [0.16, -0.13, 0.01], [-0.04, -0.02, -0.09], [-0.08, 0.00, -0.06], [-0.15, -0.01, 0.08], [-0.29, 0.16, -0.67], [0.00, -0.06, -0.01], [0.11, 0.02, 0.04], [-0.01, -0.06, -0.08], [0.10, 0.08, 0.03], [-0.02, 0.02, -0.03], [0.00, 0.04, 0.00], [0.00, 0.01, 0.05], [-0.05, 0.11, -0.01], [-0.06, -0.02, -0.10], [0.15, -0.13, -0.04], [0.10, 0.01, 0.19], [0.11, 0.14, 0.02], [0.08, -0.04, -0.04], [-0.04, 0.08, 0.12], [-0.03, 0.00, 0.02], [-0.02, 0.00, -0.05], [0.01, 0.00, 0.02], [0.03, 0.01, 0.00], [0.00, 0.00, 0.00], [-0.06, -0.04, 0.01], [-0.01, -0.01, 0.02], [0.01, 0.06, 0.05], [0.03, -0.03, -0.03], [0.03, 0.02, 0.01], [-0.09, -0.01, 0.02], [0.07, 0.00, -0.03], [0.00, 0.02, 0.03], [0.01, -0.02, -0.02], [0.01, 0.00, -0.03], [0.02, 0.01, 0.00], [-0.07, -0.02, 0.07], [0.08, -0.03, -0.02], [-0.08, 0.00, 0.03], [0.04, 0.03, -0.02], [0.01, -0.01, 0.01], [0.07, 0.02, 0.00], [0.03, 0.01, -0.05], [-0.02, -0.23, -0.40]], "lowdin_charge": [-0.11, -0.27, -0.24, -0.24, -0.22, -0.22, -0.22, -0.22, -0.24, -0.20, -0.21, -0.21, -0.23, -0.23, -0.35, -0.44, 1.02, -0.51, -0.31, -0.26, -0.09, 0.57, -0.73, 0.03, 0.08, 0.63, -0.24, -0.40, 0.06, 0.06, 0.07, 0.09, 0.11, 0.12, 0.12, 0.09, 0.12, 0.11, 0.11, 0.11, 0.11, 0.11, 0.11, 0.11, 0.11, 0.11, 0.08, 0.11, 0.11, 0.07, 0.08, 0.09, 0.11, 0.09, 0.10, 0.07, 0.10, 0.09, 0.03, 0.02, 0.01, -0.07, 0.10, 0.11, 0.08, 0.08, 0.07, 0.07, 0.07, -0.05, -0.07, -0.10, -0.12, 0.04, 0.02, 0.03, -1.54, 0.56, 0.54, 0.53, 0.01, -1.53, 0.53, 0.57, 0.53, -0.02, -0.14, -0.15, 0.08, 0.08, 0.08, 0.07, 0.04, -0.46, 0.06, 0.06, 0.10, 0.08, 0.10, 0.63], "de_lowest_kcal_mol": 0.0, "homo_lumo_gap_ev": 6.21, "e_lumo_ha": -0.046}